Formula: C8H11Cl3FO5P
Source: OMol25
Level of theory: ωB97M-V with the def2-TZVPD basis set

CARTESIAN COORDINATES (ANGSTROEM)
C 2.663 3.200 0.165
C 3.138 2.103 0.217
C 3.492 0.728 0.583
C 2.294 -0.232 0.645
C 1.270 0.064 1.717
O 0.559 1.321 1.551
P -0.636 1.282 0.556
O -0.442 0.601 -0.730
O -0.985 2.823 0.338
O -1.873 0.636 1.349
C -3.027 0.495 0.540
C -3.048 -0.924 -0.002
O -2.796 -1.869 0.658
F -3.366 -1.022 -1.295
H 2.234 4.171 0.165
H 4.084 0.710 1.496
H 4.145 0.357 -0.212
H 2.702 -1.214 0.896
H 1.865 -0.321 -0.349
H 1.790 0.151 2.671
H 0.561 -0.753 1.845
H -1.135 2.913 -0.612
H -3.923 0.655 1.134
H -3.057 1.207 -0.281
Cl -1.959 -2.978 -4.153
C -1.368 -3.362 -2.534
Cl -1.471 -5.098 -2.227
Cl 0.286 -2.785 -2.316
H -1.997 -2.857 -1.816

Properties
Kohn-Sham gap (eV): 10.435
LUMO energy (eV): 0.49
Highest occupied orbital energy (Ha): -0.36563
Calculated total energy (Ha): -2509.48452
SMILES: C#CCCCO[P@](=O)(O)OCC(=O)F.ClC(Cl)Cl

Löwdin charges in e: C 0.109; C -0.134; C -0.201; C -0.180; C -0.179; O -0.150; P 0.347; O -0.221; O -0.075; O -0.140; C -0.127; C -0.447; O 0.190; F 0.119; H 0.031; H 0.118; H 0.112; H 0.122; H 0.099; H 0.130; H 0.125; H 0.093; H 0.145; H 0.121; Cl 0.526; C -1.555; Cl 0.525; Cl 0.529; H -0.030

Formula: C4H7NO2S
Source: OMol25
Level of theory: ωB97M-V with the def2-TZVPD basis set

CARTESIAN COORDINATES (ANGSTROEM)
C 0.636 -1.046 -2.098
C -0.727 -0.985 -1.387
S -1.013 0.445 -0.298
C 0.141 0.000 0.949
O 0.749 -1.063 0.954
N 0.359 0.918 1.952
C -0.363 2.013 2.301
O -0.127 2.660 3.289
H 1.546 -1.165 -1.419
H 0.618 -1.818 -2.884
H 0.799 -0.143 -2.645
H -1.523 -0.868 -2.161
H -0.954 -1.861 -0.833
H 1.116 0.678 2.599
H -1.257 2.236 1.681

Properties
Kohn-Sham gap (eV): 10.574
LUMO energy (eV): 0.55
Highest occupied orbital energy (Ha): -0.36822
ΔE to the lowest compared entry with this formula, charge and spin (kJ/mol): 44.5
Calculated total energy (Ha): -760.05962
SMILES: CCSC(=O)NC=O

Löwdin charges in e: C -0.150; C -0.511; S 0.978; C -0.762; O 0.014; N 0.079; C -0.353; O 0.056; H 0.094; H 0.076; H 0.049; H 0.082; H 0.057; H 0.174; H 0.118

Formula: C5H14
Source: OMol25
Level of theory: ωB97M-V with the def2-TZVPD basis set

CARTESIAN COORDINATES (ANGSTROEM)
C -0.704 3.123 -0.577
C -1.159 1.770 0.108
C -0.018 1.097 0.873
H -1.043 3.282 -1.590
H 0.391 3.049 -0.604
H -1.006 3.913 0.102
H -2.020 2.021 0.721
H -1.365 1.114 -0.734
H 0.433 1.696 1.654
H -0.406 0.192 1.345
H 0.767 0.813 0.175
C 0.143 -2.717 0.273
C 1.384 -2.784 -0.648
H -0.825 -2.800 -0.229
H 0.143 -3.491 1.039
H 0.220 -1.707 0.653
H 1.296 -3.581 -1.393
H 2.232 -3.173 -0.075
H 1.535 -1.817 -1.094

Properties
Kohn-Sham gap (eV): 12.276
LUMO energy (eV): 1.12
Highest occupied orbital energy (Ha): -0.40985
ΔE to the lowest compared entry with this formula, charge and spin (kJ/mol): 53.2
Calculated total energy (Ha): -198.86890
SMILES: CCC.CC

Löwdin charges in e: C -0.108; C -0.292; C -0.138; H 0.055; H 0.061; H 0.059; H 0.091; H 0.089; H 0.069; H 0.052; H 0.067; C -0.157; C -0.161; H 0.063; H 0.062; H 0.019; H 0.057; H 0.062; H 0.050